The ion C2H9N2O with charge +1 in a non-equilibrium geometry. Source: the Open Molecules 2025 dataset; level of theory: ωB97M-V with the def2-TZVPD basis set.

Bonds (Å) are listed after each position.
Cartesian coordinates (Å):
1 N -1.08778 1.14675 0.60401  C2 1.378, H6 1.008, H7 1.005
2 C 0.22742 1.26224 0.21000  N1 1.378, N3 1.568, H8 1.100, H9 1.096
3 N 0.82685 -0.01230 -0.47901  C2 1.568, C4 1.512, H10 1.020, H11 1.017
4 C 0.20149 -1.30854 -0.01411  N3 1.512, O5 1.394, H12 1.091, H13 1.098
5 O -0.68583 -1.63133 -1.03913  C4 1.394, H14 0.971
6 H -1.74722 1.65243 0.03365  N1 1.008
7 H -1.33136 1.16223 1.57871  N1 1.005
8 H 0.58896 1.99511 -0.52588  C2 1.100
9 H 0.88229 1.49271 1.05800  C2 1.096
10 H 0.69712 -0.01230 -1.49115  N3 1.020
11 H 1.82079 -0.12155 -0.29270  N3 1.017
12 H -0.19525 -1.18564 0.99442  C4 1.091
13 H 1.00600 -2.04779 0.09247  C4 1.098
14 H -1.20347 -2.39203 -0.72926  O5 0.971

As for the SMILES: NC[NH2+]CO. The net charge is +1. The HOMO-LUMO gap comes out at 11.64 eV. Its largest force on an atom is 2.28 eV/A. The relative energy (zero: lowest compared OMol25 entry of this formula, charge and spin) comes out at 42.9 kcal per mole. Its lowest unoccupied orbital energy is -3.3 eV.


A cluster of 2 separate species, C5H10N2P in total in a non-equilibrium geometry. Source: the Open Molecules 2025 dataset; level of theory: ωB97M-V with the def2-TZVPD basis set.

Bonds (Å) are listed after each position.
Cartesian coordinates (Å):
1 C -0.53125 -1.86195 -0.42671  N6 1.296, N7 1.304, H9 1.078
2 C -0.67105 0.46518 -0.57440  C3 1.466, C4 1.466, N6 1.303
3 C 0.36345 0.83981 0.39406  C2 1.466, C5 1.559, P8 2.053, H10 1.096
4 C -1.57211 1.47987 -1.13019  C2 1.466, H11 1.154, H12 1.088, H13 1.129
5 C 1.84324 0.48390 0.05641  C3 1.559, H14 1.051, H15 1.228, H16 1.109
6 N -0.76884 -0.74655 -1.04236  C1 1.296, C2 1.303
7 N -0.48120 -1.87851 0.87636  C1 1.304, P8 1.836, H17 1.071
8 P -0.33287 -0.36486 1.90404  C3 2.053, N7 1.836
9 H -0.41409 -2.82318 -0.90144  C1 1.078
10 H 0.23685 1.89315 0.67022  C3 1.096
11 H -2.65027 1.11250 -1.31434  C4 1.154
12 H -1.00918 1.65890 -2.04363  C4 1.088
13 H -1.66033 2.39115 -0.46974  C4 1.129
14 H 1.99439 1.00726 -0.84209  C5 1.051
15 H 2.11062 -0.71347 0.09746  C5 1.228
16 H 2.60274 0.93091 0.72907  C5 1.109
17 H -0.44710 -2.84244 1.34283  N7 1.071
18 H 1.38700 -1.03169 2.67444  no bonds

The net charge is +1. The HOMO-LUMO gap comes out at 8.00 eV. Its largest force on an atom is 3.55 eV/A. The relative energy (zero: lowest compared OMol25 entry of this formula, charge and spin) comes out at 49.0 kcal per mole. Its lowest unoccupied orbital energy is -5.5 eV.


A cluster of 2 separate species, C6H16NP in total in a non-equilibrium geometry. Source: the Open Molecules 2025 dataset; level of theory: ωB97M-V with the def2-TZVPD basis set.

Bonds (Å) are listed after each position.
Cartesian coordinates (Å):
1 C 1.64483 1.26051 1.08123  N2 1.268, H7 1.075, H8 1.153
2 N 0.85173 0.37864 0.63188  C1 1.268, C3 1.489
3 C -0.55402 0.34692 1.12097  N2 1.489, C4 1.577, C5 1.558, C6 1.466
4 C -0.67481 0.95696 2.56999  C3 1.577, H9 1.059, H10 1.029, H11 1.088
5 C -1.34461 1.16350 0.05589  C3 1.558, H12 1.093, H13 1.046, H14 1.054
6 C -0.97231 -1.05404 1.01838  C3 1.466, H15 1.037, H16 1.151, H17 1.180
7 H 2.66765 1.15582 0.76669  C1 1.075
8 H 1.52110 2.09373 1.86853  C1 1.153
9 H 0.28186 0.94685 3.02384  C4 1.059
10 H -1.14205 1.87354 2.60383  C4 1.029
11 H -1.27316 0.27119 3.16704  C4 1.088
12 H -1.10327 0.80717 -0.94919  C5 1.093
13 H -0.87889 2.09968 0.07975  C5 1.046
14 H -2.39357 1.25196 0.11406  C5 1.054
15 H -0.44859 -1.69065 1.64739  C6 1.037
16 H -2.09475 -1.18811 1.23525  C6 1.151
17 H -0.99110 -1.42428 -0.10204  C6 1.180
18 C 1.63088 -1.53899 -2.70133  P19 1.781, H20 1.170, H21 1.147, H22 1.228
19 P -0.02523 -1.63417 -3.35001  C18 1.781, H23 1.490, H24 1.400
20 H 1.75098 -2.20123 -1.74396  C18 1.170
21 H 1.79005 -0.42722 -2.46671  C18 1.147
22 H 2.30000 -2.01316 -3.61597  C18 1.228
23 H -0.63545 -1.06410 -2.11567  P19 1.490
24 H 0.09274 -0.37051 -3.93987  P19 1.400

As for the SMILES: C=NC(C)(C)C.CP. The net charge is 0. The HOMO-LUMO gap comes out at 10.10 eV. Its largest force on an atom is 4.93 eV/A. The relative energy (zero: lowest compared OMol25 entry of this formula, charge and spin) comes out at 37.2 kcal per mole. Its lowest unoccupied orbital energy is 0.9 eV.


A cluster of 14 separate species, C27H84O14Si in total in a non-equilibrium geometry. Source: the Open Molecules 2025 dataset; level of theory: ωB97M-V with the def2-TZVPD basis set.

Bonds (Å) are listed after each position.
Cartesian coordinates (Å):
1 C 1.87505 -1.33272 -0.78734  C2 1.571, H17 1.104, H18 1.109, H19 1.108
2 C 1.89823 -2.44274 -1.89870  C1 1.571, C3 1.588, H20 1.107, H21 1.108
3 C 1.39128 -3.79462 -1.23652  C2 1.588, C4 1.575, H22 1.104, H23 1.106
4 C -0.00824 -4.23094 -1.81334  C3 1.575, C5 1.562, H24 1.104, H25 1.111
5 C -1.15266 -3.66445 -0.91290  C4 1.562, C6 1.552, H26 1.111, H27 1.113
6 C -2.54607 -4.27966 -1.21028  C5 1.552, C7 1.584, H28 1.102, H29 1.117
7 C -3.69544 -3.51609 -0.43306  C6 1.584, Si8 1.901, H30 1.105, H31 1.112
8 Si -4.02012 -1.86910 -1.32434  C7 1.901, O9 1.731, H32 1.470, H33 1.480
9 O -3.59185 -0.49383 -0.36433  Si8 1.731, C10 1.445
10 C -3.37466 0.57930 -1.30736  O9 1.445, C11 1.574, H34 1.114, H35 1.111
11 C -1.89188 0.58161 -1.83508  C10 1.574, C12 1.581, C13 1.563, H36 1.103
12 C -1.11459 1.56912 -0.87657  C11 1.581, H37 1.106, H38 1.114, H39 1.123
13 C -1.75436 1.19591 -3.26550  C11 1.563, C14 1.562, H40 1.109, H41 1.115
14 C -1.88509 0.20184 -4.46327  C13 1.562, C15 1.559, C16 1.580, H42 1.112
15 C -0.90937 -1.01329 -4.40638  C14 1.559, H43 1.110, H44 1.109, H45 1.104
16 C -3.37517 -0.24402 -4.73908  C14 1.580, H46 1.106, H47 1.100, H48 1.113
17 H 2.74771 -1.48535 -0.12929  C1 1.104
18 H 1.85065 -0.32095 -1.24058  C1 1.109
19 H 0.92982 -1.41976 -0.21628  C1 1.108
20 H 1.26080 -2.14195 -2.75282  C2 1.107
21 H 2.91566 -2.59298 -2.30981  C2 1.108
22 H 2.17847 -4.54493 -1.42867  C3 1.104
23 H 1.25646 -3.59345 -0.15700  C3 1.106
24 H -0.09054 -5.31840 -1.98304  C4 1.104
25 H -0.09401 -3.70492 -2.78821  C4 1.111
26 H -1.13363 -2.56358 -1.06150  C5 1.111
27 H -0.93872 -3.84483 0.16443  C5 1.113
28 H -2.58557 -5.37214 -1.07099  C6 1.102
29 H -2.75278 -4.10430 -2.29405  C6 1.117
30 H -3.48713 -3.41106 0.64677  C7 1.105
31 H -4.60161 -4.14785 -0.56213  C7 1.112
32 H -5.42077 -1.71907 -1.74518  Si8 1.470
33 H -3.07414 -1.83640 -2.46145  Si8 1.480
34 H -4.12029 0.58905 -2.13532  C10 1.114
35 H -3.55706 1.50950 -0.72749  C10 1.111
36 H -1.40232 -0.39773 -1.69912  C11 1.103
37 H -1.32187 1.34566 0.18633  C12 1.106
38 H -1.40998 2.60131 -1.17551  C12 1.114
39 H -0.01942 1.43617 -1.08585  C12 1.123
40 H -0.80319 1.76548 -3.28023  C13 1.109
41 H -2.56725 1.94802 -3.39877  C13 1.115
42 H -1.60196 0.77919 -5.37061  C14 1.112
43 H -1.30463 -1.82305 -5.05542  C15 1.110
44 H 0.08018 -0.69856 -4.79502  C15 1.109
45 H -0.78790 -1.45121 -3.40033  C15 1.104
46 H -4.10163 0.44775 -4.27317  C16 1.106
47 H -3.55797 -1.30130 -4.49451  C16 1.100
48 H -3.54837 -0.14982 -5.83409  C16 1.113
49 C 2.14733 -0.00862 2.63686  O50 1.420, H51 1.088, H52 1.094, H53 1.094
50 O 0.74900 -0.07561 2.39793  C49 1.420, H54 0.963
51 H 2.59883 0.66076 1.90716  C49 1.088
52 H 2.33152 0.37878 3.64335  C49 1.094
53 H 2.58709 -1.00465 2.53380  C49 1.094
54 H 0.37874 -0.67324 3.05640  O50 0.963
55 C 2.58217 1.76584 -3.59862  O56 1.425, H57 1.089, H58 1.093, H59 1.094
56 O 1.77653 2.03312 -2.45410  C55 1.425, H60 0.960
57 H 2.41471 0.73448 -3.90525  C55 1.089
58 H 2.30563 2.43308 -4.41930  C55 1.093
59 H 3.64019 1.90107 -3.35590  C55 1.094
60 H 1.93786 2.94524 -2.20278  O56 0.960
61 C 0.83789 -4.25782 3.73445  O62 1.425, H63 1.088, H64 1.093, H65 1.093
62 O 0.72829 -2.85306 3.94578  C61 1.425, H66 0.960
63 H 1.63437 -4.43650 3.01531  C61 1.088
64 H 1.08110 -4.76184 4.67327  C61 1.093
65 H -0.10027 -4.65346 3.33727  C61 1.093
66 H 0.02230 -2.71591 4.58157  O62 0.960
67 C -3.19414 5.46882 -1.62075  O68 1.425, H69 1.088, H70 1.092, H71 1.094
68 O -2.02838 5.01269 -0.93977  C67 1.425, H72 0.959
69 H -3.10928 5.19950 -2.67143  C67 1.088
70 H -4.08121 4.99161 -1.19868  C67 1.092
71 H -3.27928 6.55590 -1.53302  C67 1.094
72 H -2.12337 5.25679 -0.01730  O68 0.959
73 C 4.85542 -2.20138 -5.00574  O74 1.423, H75 1.088, H76 1.093, H77 1.094
74 O 3.96743 -1.11722 -4.75917  C73 1.423, H78 0.960
75 H 4.56596 -2.67683 -5.94046  C73 1.088
76 H 5.88256 -1.83675 -5.09189  C73 1.093
77 H 4.79126 -2.93380 -4.19603  C73 1.094
78 H 4.23671 -0.71116 -3.93236  O74 0.960
79 C -6.40422 -4.45686 -3.65559  O80 1.426, H81 1.087, H82 1.094, H83 1.094
80 O -6.81242 -5.25600 -4.76338  C79 1.426, H84 0.959
81 H -5.42848 -4.79320 -3.31526  C79 1.087
82 H -6.33299 -3.40975 -3.96433  C79 1.094
83 H -7.12383 -4.55703 -2.83822  C79 1.094
84 H -7.67191 -4.93845 -5.04584  O80 0.959
85 C 3.96399 3.00668 3.65595  O86 1.427, H87 1.085, H88 1.093, H89 1.093
86 O 4.75354 2.48589 2.58712  C85 1.427, H90 0.959
87 H 3.97219 2.29616 4.47608  C85 1.085
88 H 4.38363 3.95530 4.00102  C85 1.093
89 H 2.93493 3.15593 3.31802  C85 1.093
90 H 4.73222 3.12834 1.87551  O86 0.959
91 C 6.33042 6.26131 3.31430  O92 1.426, H93 1.088, H94 1.093, H95 1.092
92 O 5.49290 6.58593 4.42130  C91 1.426, H96 0.962
93 H 6.23969 5.19493 3.11589  C91 1.088
94 H 6.01651 6.81914 2.42880  C91 1.093
95 H 7.37181 6.49413 3.54838  C91 1.092
96 H 5.58175 7.52921 4.58757  O92 0.962
97 C 2.89175 6.37383 6.93252  O98 1.424, H99 1.089, H100 1.094, H101 1.091
98 O 3.88851 7.38079 6.78897  C97 1.424, H102 0.961
99 H 2.19921 6.67735 7.71649  C97 1.089
100 H 2.34404 6.25716 5.99259  C97 1.094
101 H 3.36116 5.42875 7.20870  C97 1.091
102 H 4.48325 7.08493 6.09464  O98 0.961
103 C 5.00774 2.98846 8.28528  O104 1.429, H105 1.087, H106 1.090, H107 1.094
104 O 4.72506 3.65764 7.05458  C103 1.429, H108 0.960
105 H 4.06962 2.66824 8.73110  C103 1.087
106 H 5.63318 2.11451 8.10255  C103 1.090
107 H 5.51822 3.67405 8.96875  C103 1.094
108 H 5.56572 3.93118 6.68104  O104 0.960
109 C 3.87622 -0.24645 6.38147  O110 1.424, H111 1.086, H112 1.093, H113 1.093
110 O 4.31184 0.04016 7.70708  C109 1.424, H114 0.959
111 H 3.98139 0.65514 5.78527  C109 1.086
112 H 4.48932 -1.03890 5.94440  C109 1.093
113 H 2.82680 -0.55324 6.38591  C109 1.093
114 H 4.21268 -0.76465 8.21940  O110 0.959
115 C -6.26807 2.96971 -3.85161  O116 1.423, H117 1.088, H118 1.094, H119 1.093
116 O -5.79753 3.14128 -2.51926  C115 1.423, H120 0.960
117 H -6.09947 3.89563 -4.39774  C115 1.088
118 H -5.72320 2.15925 -4.34380  C115 1.094
119 H -7.33807 2.74506 -3.84864  C115 1.093
120 H -5.95271 2.31703 -2.05204  O116 0.960
121 C -5.77783 -7.36405 -1.41217  O122 1.425, H123 1.088, H124 1.093, H125 1.093
122 O -4.74311 -6.39298 -1.54296  C121 1.425, H126 0.960
123 H -6.44508 -7.04935 -0.61214  C121 1.088
124 H -6.34471 -7.43873 -2.34423  C121 1.093
125 H -5.35134 -8.33850 -1.16083  C121 1.093
126 H -4.16460 -6.68528 -2.25156  O122 0.960

The net charge is 0. The HOMO-LUMO gap comes out at 9.90 eV. Its largest force on an atom is 2.19 eV/A. Its lowest unoccupied orbital energy is 0.5 eV.